No. 1
85
Properties=species:S:1:pos:R:3:forces:R:3 method="wB97M-V/def2-TZVPD" charge=+1 lumo_energy_ev=-4.32 largest_force_ev_per_a=2.330 multiplicity=1
C 0.16848 -1.84286 4.12885 0.0 1.6 -1.0
C 0.20933 -0.90543 3.36528 0.8 -1.3 1.0
C 0.49609 0.24114 2.51017 -0.4 0.1 0.3
C 0.80424 -0.02935 1.03021 0.2 1.0 -0.3
C 2.21649 -0.62317 0.81594 -0.6 -1.4 -0.2
C 2.60364 -1.93834 1.51807 1.8 0.1 0.1
C 4.13363 -2.01119 1.33282 -0.2 -0.2 0.1
O 4.66382 -2.17393 0.27615 0.0 0.2 -0.3
O 4.89605 -1.83176 2.44355 -0.1 -0.3 -0.2
C 0.76580 1.33990 0.21161 -1.1 0.4 -1.6
C -0.15411 2.50612 0.68853 1.0 0.7 0.3
C 0.23426 3.29886 1.95687 -1.8 -0.1 0.7
C -1.05216 3.53573 2.82491 1.3 -0.2 0.8
C -0.66297 3.45988 4.31396 -0.8 -0.4 -0.8
O 0.19977 4.51155 4.68585 -0.1 -0.2 -0.1
C 2.09344 1.82263 -0.43287 0.6 0.2 0.6
O 2.56496 1.22430 -1.35408 -0.1 -0.3 -0.3
C 2.86854 3.13365 -0.05737 0.1 -0.4 0.4
F 3.83592 3.30709 -0.94163 1.0 -0.5 -0.8
F 2.10759 4.21440 -0.21179 -1.2 0.4 0.2
C 3.53370 3.13636 1.34841 0.3 1.3 0.2
F 3.17065 2.10514 2.11775 -0.4 -0.9 -0.1
F 3.12253 4.23210 1.98368 -0.2 0.8 0.3
C 5.08226 3.20595 1.35867 -0.3 -2.1 0.9
F 5.40900 3.16286 2.66975 0.0 -0.1 0.8
F 5.55880 4.31940 0.90203 0.1 1.1 -1.1
C 5.77729 1.96738 0.74601 0.8 0.0 -1.2
O 6.67326 2.11066 -0.02888 0.0 0.1 0.3
O 5.34054 0.76208 1.16178 -0.1 0.9 0.7
C 0.03075 0.94351 -1.08198 0.3 0.2 -0.4
C -0.08452 1.81715 -2.29941 0.0 0.5 0.1
C -1.44286 2.52282 -2.41240 -0.4 -0.1 -0.8
O -2.15754 2.77157 -1.50933 0.0 0.0 0.4
I -2.08353 3.06920 -4.40892 0.4 -0.2 0.3
N -0.52297 -0.21426 -1.05781 1.4 0.4 0.6
C -1.25632 -0.78818 -2.18724 -1.4 -0.5 -0.8
C -2.75629 -0.37527 -2.30694 0.1 -0.2 0.7
C -3.76341 -1.49027 -2.02650 -0.2 0.1 -0.8
C -3.59269 -2.75650 -2.90804 -0.6 0.1 0.9
C -4.89142 -3.04116 -3.67312 0.5 -0.3 0.0
C -4.97569 -4.43371 -4.30105 -0.5 0.1 0.2
C -4.66068 -5.58428 -3.34315 0.0 -0.1 -0.7
C -0.32115 -0.80385 0.29189 -1.7 -1.3 -0.2
Br -2.12874 -0.47797 1.10689 0.3 0.0 0.3
P -0.31899 -2.67493 0.27361 -1.2 -1.1 0.3
O -0.02090 -3.33375 1.52559 0.8 0.2 0.6
O 0.60128 -3.09529 -0.97967 -0.6 0.6 0.3
O -1.83932 -3.09745 -0.12630 1.1 0.6 -0.7
H 0.16019 -2.64549 4.81213 -0.2 -0.4 0.2
H 1.34366 0.80047 2.90231 0.2 -0.2 0.1
H -0.35764 0.90296 2.64212 0.0 0.2 -0.4
H 2.29412 -0.84908 -0.24928 0.4 0.2 0.0
H 2.99949 0.07971 1.08497 -0.3 0.4 -0.1
H 2.44254 -1.96739 2.58979 -0.7 0.0 -0.1
H 2.25950 -2.82871 1.01326 -0.4 -0.1 0.2
H 4.38487 -2.05775 3.22707 0.0 0.2 0.2
H -1.18169 2.16606 0.74505 0.0 -0.3 0.2
H -0.16615 3.23790 -0.11918 0.0 -0.1 -0.1
H 0.58996 4.29572 1.74165 0.5 -0.1 -0.3
H 0.92420 2.79743 2.62478 0.3 0.0 -0.3
H -1.45161 4.52603 2.62849 -0.4 -0.1 -0.2
H -1.79507 2.74870 2.68318 -0.2 0.2 -0.3
H -1.59584 3.44059 4.88377 0.2 0.4 0.3
H -0.20066 2.47694 4.46028 0.1 0.0 0.2
H 1.00051 4.09891 5.01047 0.2 0.3 0.2
H 6.11873 0.18423 1.15211 -0.2 -0.4 -0.4
H 0.63935 2.63284 -2.26603 0.0 0.0 0.1
H 0.16518 1.27240 -3.20348 -0.1 -0.1 -0.1
H -1.22469 -1.86962 -2.19026 0.3 -0.1 0.5
H -0.78807 -0.52954 -3.13009 0.6 0.4 0.2
H -2.93704 -0.01346 -3.31723 0.1 0.1 -0.1
H -2.94729 0.43544 -1.60734 -0.1 0.2 -0.1
H -4.74064 -1.07781 -2.28645 0.0 0.2 0.1
H -3.84708 -1.72760 -0.97158 0.3 -0.1 0.1
H -3.46221 -3.58856 -2.21362 0.3 -0.2 -0.2
H -2.72073 -2.70969 -3.56504 0.0 0.0 -0.1
H -5.04663 -2.26768 -4.42823 -0.1 0.0 0.0
H -5.70263 -2.96054 -2.94681 -0.1 0.1 0.0
H -6.01468 -4.56806 -4.60927 0.0 0.1 -0.1
H -4.40378 -4.50169 -5.22586 0.3 0.0 0.1
H -5.20547 -5.49565 -2.40449 0.1 0.1 0.1
H -5.00583 -6.50001 -3.82105 0.1 -0.2 0.1
H -3.59164 -5.70462 -3.17153 0.0 0.0 0.2
H 0.43335 -4.03533 -1.14181 0.5 -0.1 -0.2
H -1.78140 -3.87905 -0.69064 -0.5 -0.1 -0.1

***

No. 2
77
Properties=species:S:1:pos:R:3:forces:R:3 method="wB97M-V/def2-TZVPD" charge=+3 e_above_lowest_kcal_mol=0.0 lumo_energy_ev="-8.35 / -10.59" largest_force_ev_per_a=0.649 multiplicity=5
Os -0.15845 0.60049 0.12886 0.2 0.6 -0.1
C 5.61666 0.86559 0.51479 0.0 0.0 0.0
N 4.20950 0.52441 0.30331 0.0 0.0 -0.1
C 3.73596 -0.53835 -0.58859 0.0 0.1 0.1
C 2.25490 -0.39985 -0.39378 -0.1 -0.2 -0.1
O 1.30760 -0.98702 -0.92644 0.1 0.0 0.0
N 1.98863 0.59304 0.48289 -0.1 -0.1 0.1
C 3.17676 1.13516 0.86408 -0.1 0.1 0.0
N 3.25852 2.16474 1.69297 0.0 -0.1 0.1
H 6.22731 0.12108 0.01282 0.0 0.0 0.0
H 5.86260 0.83976 1.57664 0.0 0.0 0.0
H 5.84544 1.84537 0.09582 0.0 0.0 0.0
H 4.09713 -1.52375 -0.28944 0.0 0.0 0.0
H 4.01381 -0.36080 -1.62917 0.0 0.0 0.0
H 2.43419 2.46042 2.19423 0.0 0.0 0.0
H 4.15306 2.47588 2.03848 0.0 0.0 0.0
C -0.35495 -2.22145 3.86336 0.1 -0.2 -0.1
Si -0.81187 -0.51192 3.35821 -0.1 0.2 0.2
C 0.22528 0.75205 4.21745 0.2 0.1 0.0
C -2.61455 -0.17597 3.55863 -0.2 0.1 -0.1
O -0.46836 -0.36677 1.68772 -0.1 -0.5 0.4
H -0.79185 -2.43293 4.84269 0.0 0.0 0.0
H 0.72730 -2.33561 3.95093 0.0 0.0 0.0
H -0.71856 -2.98333 3.16891 0.0 0.0 0.1
H -0.05792 0.81386 5.27124 0.0 0.0 0.0
H 0.09531 1.74334 3.77964 -0.1 0.1 0.0
H 1.28566 0.48482 4.18106 0.0 0.0 0.0
H -2.86972 -0.18062 4.62141 0.0 0.0 0.0
H -3.24154 -0.93019 3.07499 0.0 0.0 0.0
H -2.88670 0.80228 3.15321 0.0 0.0 0.0
S -2.18784 0.15756 -0.89296 0.2 -0.2 -0.2
C -2.27762 -1.60043 -0.82255 -0.2 0.2 0.2
N -2.76887 -2.29611 -1.82165 -0.1 -0.1 0.0
C -2.78353 -3.74480 -1.52119 0.0 0.1 0.0
C -2.28247 -3.78063 -0.05779 0.0 0.1 -0.1
N -1.94627 -2.36356 0.19313 0.0 -0.2 0.0
H -3.06658 -1.89085 -2.69538 0.0 0.0 0.0
H -2.11481 -4.26481 -2.20281 0.0 0.0 0.0
H -3.78715 -4.14433 -1.63409 0.0 0.0 0.0
H -1.40507 -4.40953 0.06578 0.0 0.0 0.0
H -3.05248 -4.10290 0.63946 0.0 0.0 0.0
H -1.56478 -1.99695 1.05136 0.0 0.0 0.0
S 0.11968 2.31754 -1.35831 -0.1 0.2 -0.2
Sb -0.00348 4.50272 -0.33836 0.1 -0.2 -0.2
C -1.38666 5.46829 -1.54585 0.0 0.0 0.0
C -2.18952 4.75246 -2.42708 -0.1 0.1 0.0
C -3.10163 5.45116 -3.20565 0.0 0.0 0.0
C -3.19860 6.83196 -3.09573 0.0 0.0 0.0
C -2.38892 7.53291 -2.21035 0.0 0.0 0.0
C -1.47034 6.85444 -1.42390 -0.1 0.0 -0.1
C 1.93737 5.18257 -0.66603 0.0 0.1 0.1
C 2.72865 5.76511 0.32265 0.0 0.0 -0.1
C 3.99857 6.21500 -0.01365 0.0 0.0 0.0
C 4.46204 6.08646 -1.31666 0.0 0.0 0.0
C 3.66144 5.51453 -2.29796 0.0 0.0 0.0
C 2.39100 5.05964 -1.97953 0.1 0.0 0.1
C -0.71458 4.33778 1.60922 0.0 0.0 0.1
C -2.04680 3.93060 1.71967 0.0 0.1 0.1
C -2.66886 3.97880 2.95859 0.0 -0.1 0.0
C -1.96900 4.43242 4.07018 0.0 0.0 0.0
C -0.64206 4.82651 3.95684 0.1 0.0 0.0
C -0.00364 4.78668 2.72274 -0.2 -0.1 0.1
H -2.10948 3.67712 -2.52134 0.0 0.0 0.0
H -3.73456 4.91718 -3.90153 0.0 0.0 0.0
H -3.90989 7.36911 -3.70884 0.0 0.0 0.0
H -2.46791 8.60887 -2.13349 0.0 0.0 0.0
H -0.83649 7.40904 -0.74066 0.0 0.0 0.0
H 2.37000 5.91099 1.33092 0.0 0.0 0.0
H 4.61694 6.68573 0.73945 0.0 0.0 0.0
H 5.44745 6.45180 -1.57424 0.0 0.0 0.0
H 4.01935 5.43678 -3.31602 0.0 0.0 0.0
H 1.76808 4.62962 -2.75596 0.0 0.0 0.0
H -2.61391 3.62117 0.84735 0.0 0.0 0.0
H -3.70693 3.68664 3.05175 0.0 0.0 0.0
H -2.46541 4.49150 5.02991 0.0 0.0 0.0
H -0.10892 5.19291 4.82433 0.0 0.0 0.0
H 1.01804 5.13040 2.64676 0.0 0.0 0.0

***

No. 3
75
Properties=species:S:1:pos:R:3:forces:R:3 method="wB97M-V/def2-TZVPD" charge=-1 e_above_lowest_kcal_mol=1.9 lumo_energy_ev=2.71 largest_force_ev_per_a=2.701 multiplicity=1
O 0.27315 0.06945 0.22223 0.4 -0.3 0.1
H 0.71854 0.67037 0.82798 -0.5 -0.6 0.1
C -0.46556 -1.91558 -2.76687 1.2 0.9 0.0
C 0.76379 -2.72256 -3.15103 -2.2 -0.5 -0.5
C 1.48687 -3.48027 -2.05828 0.7 -0.1 0.1
O 1.62900 -4.79108 -2.61089 1.0 -0.6 1.1
C 0.98797 -4.91879 -3.75307 -0.4 -0.2 -1.5
O 1.09217 -5.85653 -4.50239 -0.3 0.5 0.7
O 0.23458 -3.82460 -3.97487 0.5 0.0 -0.2
H -1.25865 -2.43076 -2.23445 0.2 -0.4 -0.1
H -0.81497 -1.44002 -3.68193 -0.4 -0.1 0.1
H -0.11738 -1.09593 -2.13164 -0.1 0.0 0.1
H 1.37227 -2.13876 -3.84265 0.4 0.0 0.4
H 0.96281 -3.55140 -1.10357 -0.3 0.1 -0.2
H 2.50295 -3.13293 -1.86882 -0.1 0.3 0.0
N 1.30822 2.78366 0.89729 0.2 0.9 1.0
C 0.67594 3.97865 0.65627 0.1 -0.3 -0.9
C 1.20047 4.94673 1.48440 -0.4 -0.9 0.1
C 2.06514 4.25176 2.38234 0.1 0.8 0.1
C 2.13167 2.95633 1.98154 0.3 -0.8 -0.2
H 1.16893 1.89562 0.43711 -0.1 0.9 -0.5
H -0.12407 3.95958 -0.06868 0.1 0.4 -0.1
H 0.98685 6.00053 1.45869 -0.2 0.0 0.2
H 2.52638 4.67236 3.26225 0.3 0.0 -0.2
H 2.76772 2.15216 2.31735 -0.1 0.0 0.1
N -1.44125 1.23378 -1.61892 -1.8 0.2 0.5
C -2.67505 1.82576 -1.38612 1.0 0.6 -0.3
C -3.01846 2.47074 -2.53630 -1.5 -0.2 -0.6
C -2.15177 2.05973 -3.56235 1.6 0.8 -0.3
C -1.10976 1.40625 -2.94570 0.2 -0.6 1.3
H -0.99169 0.67523 -0.87961 0.7 0.4 -0.4
H -3.21756 1.84845 -0.45648 0.5 -0.2 0.3
H -3.82291 3.17990 -2.67461 -0.3 -0.4 0.1
H -2.16087 2.36428 -4.59747 0.0 0.1 0.1
H -0.07785 1.17289 -3.16314 -0.3 -0.3 -0.8
N 2.64628 0.41397 -1.35054 -0.9 0.3 -0.1
C 3.04022 1.38013 -2.24202 0.6 -1.0 1.1
C 4.38198 1.14283 -2.41060 1.4 1.6 -0.9
C 4.82683 0.05532 -1.65597 -2.0 -0.6 1.1
C 3.67837 -0.37012 -0.94693 0.9 -0.2 -1.3
H 1.66946 0.31170 -1.06645 0.1 -0.4 0.5
H 2.37099 2.19287 -2.46172 0.1 0.0 -0.4
H 5.11242 1.79459 -2.88028 -0.4 0.0 -0.4
H 5.82262 -0.34741 -1.66099 0.0 -0.1 0.2
H 3.48427 -1.25510 -0.36270 0.1 0.1 0.2
N -1.88270 1.04875 2.12388 -2.4 1.2 -0.2
C -1.69217 2.37086 2.44773 0.8 0.0 0.7
C -2.90447 3.02286 2.52483 0.8 0.0 -0.3
C -3.87481 2.11005 2.09979 -0.3 -1.0 0.2
C -3.24662 0.89918 1.88991 0.4 -0.2 0.0
H -1.21457 0.31502 1.98359 0.3 0.2 -0.1
H -0.69951 2.74012 2.65141 0.0 0.0 0.1
H -3.10683 4.02878 2.85233 0.3 0.1 -0.2
H -4.92838 2.32260 2.01712 -0.1 -0.2 0.0
H -3.63817 -0.05438 1.57392 0.0 0.0 0.0
N -1.88844 -1.68297 0.43572 -0.2 -0.4 -0.4
C -2.11392 -2.66152 1.34570 -0.7 0.0 0.3
C -3.39551 -3.16377 1.11994 1.1 -1.0 0.6
C -3.90029 -2.56562 -0.04335 0.8 1.0 -0.6
C -2.94426 -1.63392 -0.42740 -0.1 0.4 0.0
H -1.04835 -1.08945 0.40321 -0.1 0.0 -0.2
H -1.32118 -2.90188 2.03735 -0.3 -0.1 0.3
H -3.82254 -3.97938 1.68414 -0.1 0.0 -0.1
H -4.75866 -2.80118 -0.64790 -0.3 0.0 0.3
H -2.92858 -0.86116 -1.17994 -0.3 -0.2 -0.2
N 1.01386 -1.17688 2.63600 0.3 -0.9 -1.3
C 1.37308 -0.44844 3.71687 -0.4 0.6 0.6
C 1.84128 -1.29480 4.70412 0.2 0.0 -0.7
C 1.84161 -2.56793 4.11696 -0.5 -1.6 -0.2
C 1.33311 -2.50626 2.83191 0.3 1.1 1.0
H 0.70893 -0.81326 1.70641 0.3 -0.1 0.5
H 1.20546 0.61845 3.70369 0.0 0.0 0.2
H 2.23913 -1.11350 5.68704 -0.2 0.5 0.0
H 2.02324 -3.50477 4.62906 0.4 0.1 -0.1
H 1.28920 -3.24940 2.05654 -0.3 0.0 0.0

***

- Which value of multiplicity does entry 2 give?
  5